No. 1
Below is a single C16H22N4O2S molecule in a non-equilibrium geometry, with properties calculated with ωB97M-V/def2-TZVPD.

```
45
Properties=species:S:1:pos:R:3:forces:R:3:mulliken_charge:R:1
C -3.016280 1.571410 2.131153 0.078 0.090 0.104 -0.559
O -3.745438 0.639304 1.365549 -0.003 -0.244 -0.037 -0.413
C -3.624535 0.773462 -0.030797 0.095 -0.215 -0.141 -0.469
C -2.499344 -0.087832 -0.629679 -0.776 0.166 0.004 -0.947
N -1.194344 0.387068 -0.264692 0.886 0.171 0.400 0.706
C -0.296285 -0.158865 0.605887 -0.471 0.060 -0.288 0.894
C -0.503795 -1.442253 1.326128 0.064 -0.031 0.061 -0.815
C 0.740698 -1.809145 2.088402 -0.065 -0.158 0.080 0.156
C 0.819310 -1.621999 3.459821 -0.054 -0.025 -0.097 -0.336
C 1.977793 -1.944249 4.145490 0.061 0.006 0.096 -0.649
C 3.069334 -2.452302 3.463940 0.065 0.006 0.087 -0.409
C 2.998452 -2.637843 2.093500 0.039 -0.032 -0.085 -0.696
C 1.839834 -2.318730 1.410234 -0.032 -0.040 0.074 -0.129
N 0.762219 0.601569 0.691547 0.365 -0.608 0.716 -0.586
N 0.594402 1.651748 -0.121476 -0.033 0.731 -0.406 -0.540
C -0.564525 1.519941 -0.700606 -0.577 0.317 -0.166 0.127
S -1.208084 2.604915 -1.917087 0.149 -0.074 -0.008 -0.262
C -0.860196 1.584099 -3.412594 -0.254 0.105 0.163 -1.024
C 0.096246 0.455502 -3.065149 -0.140 0.065 -0.441 0.634
O -0.346335 -0.676870 -2.935523 -0.246 -0.205 0.037 -0.651
N 1.395708 0.755566 -2.911379 0.265 -0.094 -0.128 0.058
C 2.287168 -0.275462 -2.423205 -0.024 -0.280 0.081 -1.284
C 1.951041 2.089021 -2.890886 0.011 0.318 0.099 -0.871
H -3.334815 1.427478 3.162012 0.051 0.086 0.015 0.256
H -3.242246 2.598406 1.822540 0.000 -0.012 0.017 0.305
H -1.934196 1.417101 2.069780 -0.009 0.019 0.001 0.207
H -4.571620 0.421500 -0.450955 0.089 0.074 -0.056 0.432
H -3.480752 1.825433 -0.310091 -0.048 -0.121 -0.007 0.318
H -2.582103 -0.092304 -1.719488 0.039 -0.095 0.091 0.238
H -2.601661 -1.112365 -0.268712 0.005 0.071 -0.093 0.428
H -0.735674 -2.218873 0.589696 -0.069 -0.001 0.093 0.380
H -1.357980 -1.343791 2.002865 0.001 -0.093 -0.059 0.453
H -0.029322 -1.221958 3.996514 -0.098 0.046 0.038 0.358
H 2.028060 -1.795853 5.214273 0.005 0.010 0.082 0.373
H 3.974044 -2.701898 3.998488 0.066 -0.021 0.042 0.375
H 3.848639 -3.032253 1.556298 0.064 -0.034 -0.042 0.375
H 1.785481 -2.462216 0.340701 -0.008 -0.002 -0.139 0.396
H -0.480818 2.260021 -4.175438 0.033 -0.006 -0.013 0.583
H -1.801344 1.148518 -3.749603 0.243 -0.063 -0.027 0.440
H 1.770761 -1.231441 -2.479724 0.111 0.055 0.031 0.325
H 3.185798 -0.308232 -3.039834 0.028 0.017 0.008 0.397
H 2.563693 -0.070058 -1.385936 0.029 -0.010 0.014 0.486
H 2.992277 2.031037 -3.206766 -0.018 0.021 -0.066 0.310
H 1.422195 2.754222 -3.567939 0.025 0.013 -0.019 0.294
H 1.908537 2.499471 -1.877261 0.060 0.016 -0.117 0.338
```
Forces are in eV/Å.

- Largest force on an atom: 0.020 hartree/bohr
- 2S+1: 1
- Calculated total energy: -1390.5698 Ha
- SMILES: COCCn1c(Cc2ccccc2)nnc1SCC(=O)N(C)C
- Orbital gap: 9.6 eV
- Energy relative to the best compared isomer or geometry (same formula, charge and spin): 1.962 eV


No. 2
Below is a single C4H8N2O2 molecule in a non-equilibrium geometry, with properties calculated with ωB97M-V/def2-TZVPD.

```
16
Properties=species:S:1:pos:R:3:forces:R:3:mulliken_charge:R:1
C -1.869472 1.554467 0.593327 -0.176 0.207 -0.412 -0.906
C -0.766501 0.976808 0.136913 -0.912 -2.958 0.462 0.404
N 0.532816 1.088626 0.391829 1.054 -0.891 -1.592 -0.686
C 1.144055 -0.069137 0.211779 1.002 1.547 1.880 1.190
C 2.411539 -0.108300 -0.583372 -0.054 -0.219 -0.123 -1.237
O 0.920964 -1.087811 1.067312 -0.077 0.170 -0.619 -0.461
O -0.785898 -0.361001 -0.688207 -0.790 1.946 0.583 -0.262
N -1.828887 -1.278127 -0.485115 -0.189 0.250 -0.246 -0.489
H -2.854617 1.277119 0.257077 -0.012 -0.036 -0.168 0.288
H -1.773838 2.397672 1.256213 0.029 0.021 0.114 0.263
H 2.493046 -1.042802 -1.139727 0.038 -0.060 0.035 0.392
H 3.264757 -0.022280 0.092257 0.001 -0.072 0.030 0.342
H 2.430469 0.724612 -1.279359 -0.052 -0.033 0.044 0.302
H 1.436811 -1.867356 0.821513 -0.027 0.052 -0.056 0.343
H -2.179694 -1.181455 0.468444 0.186 0.140 -0.091 0.277
H -2.575549 -1.001032 -1.120886 -0.019 -0.065 0.159 0.241
```
Forces are in eV/Å.

- Largest force on an atom: 0.061 hartree/bohr
- 2S+1: 1
- Calculated total energy: -417.0592 Ha
- SMILES: C=C(/N=C(/C)O)ON
- Orbital gap: 8.4 eV
- Energy relative to the best compared isomer or geometry (same formula, charge and spin): 5.354 eV


No. 3
Below is 10 unconnected molecules or ions with the total composition C28H50N6O4 in a non-equilibrium geometry, with properties calculated with ωB97M-V/def2-TZVPD.

```
88
Properties=species:S:1:pos:R:3:forces:R:3:mulliken_charge:R:1
C -12.448076 -19.384173 4.080252 -0.073 0.807 0.674 -0.502
C -12.371202 -20.642128 3.247400 0.518 -1.490 0.154 -0.410
C -13.284228 -20.439293 2.063531 -0.308 0.469 0.449 -0.498
O -13.321444 -19.040924 1.915819 0.409 0.379 -0.955 -0.395
C -13.298134 -18.448572 3.231115 0.317 -0.855 -1.636 -0.384
H -11.460460 -18.945578 4.222868 0.071 -0.086 -0.132 0.209
H -12.847157 -19.459642 5.091755 -0.212 -0.406 -0.084 0.305
H -12.691076 -21.565424 3.730406 0.260 0.059 0.439 0.305
H -11.331872 -20.764787 2.942679 -0.084 -0.226 -0.218 0.229
H -14.295855 -20.768072 2.301458 -0.259 -0.344 0.107 0.282
H -12.972689 -20.961983 1.159176 0.116 0.379 -0.099 0.316
H -14.353148 -18.457467 3.504914 0.103 0.848 0.663 0.312
H -12.761322 -17.522922 3.023517 -0.859 0.475 0.635 0.230
C -8.480063 -13.716578 8.638110 -0.239 -0.156 -0.156 -0.493
C -9.751524 -13.176401 7.981651 -0.215 -1.082 -0.540 -0.492
C -10.402428 -12.435965 9.106153 -0.017 1.041 -0.127 -0.419
O -9.337573 -11.765050 9.731332 2.191 0.045 0.557 -0.420
C -8.204358 -12.715515 9.762917 -0.913 -0.430 0.268 -0.428
H -7.636499 -13.789754 7.951708 -0.135 -0.205 -0.001 0.300
H -8.722026 -14.685798 9.074204 0.341 -0.135 -0.129 0.257
H -10.442307 -13.933821 7.611184 0.233 -0.373 -0.050 0.292
H -9.494997 -12.575840 7.108938 -0.181 0.511 0.289 0.251
H -10.908818 -13.020889 9.873964 -0.151 -0.672 -0.269 0.279
H -11.118152 -11.706715 8.726616 0.031 0.222 0.189 0.298
H -8.183673 -13.277820 10.696444 -0.491 0.176 0.385 0.246
H -7.188910 -12.320619 9.730953 -0.453 1.059 -0.417 0.330
C -5.870206 -17.743213 0.818949 -0.789 -0.492 0.883 -0.573
C -4.596118 -18.084430 0.094755 0.488 -0.290 -0.367 -0.526
C -4.776580 -17.193720 -1.095462 -0.500 0.103 -0.134 -0.434
O -6.175987 -17.299091 -1.466572 0.928 -0.217 -0.470 -0.396
C -6.888079 -17.666552 -0.307037 0.028 0.104 0.522 -0.374
H -5.865038 -16.775438 1.320450 0.511 -0.061 0.165 0.253
H -6.236739 -18.505019 1.506984 0.331 0.097 0.346 0.316
H -4.535982 -19.113219 -0.260324 -0.389 -0.233 0.225 0.256
H -3.629127 -17.892990 0.559899 -0.231 0.216 0.439 0.332
H -4.119644 -17.495084 -1.911385 -0.279 0.486 -0.238 0.325
H -4.623068 -16.185561 -0.710554 0.403 0.389 -0.637 0.282
H -7.352325 -18.650479 -0.373958 -0.246 0.006 -0.615 0.281
H -7.636077 -16.906055 -0.082885 -0.259 -0.103 -0.116 0.257
C -8.546634 -5.888817 5.295242 -1.068 -0.469 -0.078 -0.429
C -8.401519 -6.260462 3.823162 0.578 0.528 -0.199 -0.537
C -7.257818 -5.177351 3.335530 -1.837 -1.952 -0.429 -0.420
O -7.071050 -4.310576 4.421508 0.286 -0.210 -0.803 -0.372
C -7.341929 -5.043612 5.575722 -0.801 0.746 1.777 -0.493
H -8.638972 -6.774412 5.923971 0.283 0.040 0.127 0.295
H -9.472080 -5.334910 5.452804 0.054 0.219 -0.045 0.245
H -9.373028 -6.192671 3.333595 0.160 0.759 -0.349 0.235
H -8.228613 -7.329537 3.699498 0.999 0.095 -0.046 0.308
H -7.695784 -4.692936 2.462812 0.393 0.527 0.148 0.279
H -6.315882 -5.649399 3.056207 -0.014 -0.235 -0.005 0.285
H -7.566595 -4.264633 6.304286 0.140 -0.227 0.410 0.324
H -6.578314 -5.696581 5.998358 0.826 0.177 -0.509 0.280
C -12.223222 -12.139170 -0.701883 -0.030 0.364 -0.363 -0.672
C -11.829240 -10.820894 -1.154819 -0.710 -0.339 0.416 0.273
N -11.474283 -9.812290 -1.542172 0.429 1.194 -0.449 -0.347
H -11.747643 -12.749979 -1.469246 0.058 -0.825 0.674 0.238
H -13.300940 -12.296834 -0.743817 0.066 0.184 -0.037 0.263
H -11.885705 -12.234975 0.330107 0.191 -0.584 -0.249 0.245
C -16.712436 -17.612505 -3.740357 -0.172 0.541 -1.090 -0.721
C -15.765801 -18.404056 -4.521915 1.066 -1.049 -0.338 0.291
N -15.000403 -19.068062 -5.085667 -1.016 0.930 0.613 -0.348
H -17.406468 -18.254377 -3.197755 0.376 0.228 0.374 0.260
H -17.307994 -17.036487 -4.448600 -0.233 -0.131 -0.155 0.257
H -16.189201 -16.821884 -3.202541 -0.032 -0.516 0.606 0.260
C -14.432013 -3.424611 -1.861791 -0.279 0.121 -0.002 -0.678
C -15.503897 -4.378376 -2.069037 -1.299 -1.650 -0.798 0.285
N -16.319013 -5.168490 -2.313785 1.095 1.184 0.505 -0.368
H -14.531454 -3.052006 -0.842295 0.392 0.130 -0.082 0.254
H -14.566856 -2.614682 -2.578674 0.111 0.092 0.133 0.253
H -13.474347 -3.910032 -2.049787 -0.021 0.103 0.224 0.253
C -13.374540 -6.991015 -7.693761 -0.629 -0.710 0.561 -0.744
C -13.712384 -5.571824 -7.650081 0.677 0.066 -0.226 0.306
N -13.939361 -4.446242 -7.640943 -0.089 -0.179 0.061 -0.335
H -14.301465 -7.531443 -7.885711 0.034 -0.081 -0.358 0.241
H -13.079205 -7.371757 -6.716048 0.170 0.380 0.143 0.261
H -12.606109 -7.310159 -8.397856 -0.158 0.534 -0.163 0.270
C -6.742566 -11.625256 -5.918500 -0.481 0.042 0.190 -0.745
C -5.860816 -12.563101 -6.616314 2.162 -2.613 -1.736 0.340
N -5.173828 -13.355126 -7.167393 -2.414 2.885 1.945 -0.362
H -6.206229 -10.946386 -5.255507 0.177 -0.066 -0.218 0.258
H -7.470856 -12.152512 -5.302314 0.210 -0.309 0.052 0.254
H -7.362657 -11.048921 -6.605092 0.351 0.062 -0.229 0.255
C -18.507627 -11.477748 -5.083619 0.391 -0.274 0.442 -0.716
C -19.227751 -12.172845 -4.003571 0.235 0.239 -0.255 0.287
N -19.791431 -12.643160 -3.121286 0.048 -0.096 -0.121 -0.341
H -18.389333 -12.093746 -5.975055 -0.630 0.130 -0.076 0.266
H -17.473296 -11.309353 -4.783776 -0.070 0.189 0.344 0.253
H -18.982747 -10.510391 -5.246703 0.036 -0.188 -0.334 0.252
```
Forces are in eV/Å.

- Largest force on an atom: 0.082 hartree/bohr
- 2S+1: 1
- Calculated total energy: -1726.1613 Ha
- SMILES: C1CCOC1.C1CCOC1.C1CCOC1.C1CCOC1.CC#N.CC#N.CC#N.CC#N.CC#N.CC#N
- Orbital gap: 9.6 eV
- Energy relative to the best compared isomer or geometry (same formula, charge and spin): 1.229 eV


2S+1 of number 1 (C16H22N4O2S)?
1